Record 1
The following is a quantum chemistry calculation of a molecular structure, C30H56NO4Si3Y in a non-equilibrium geometry, from OMol25.

CARTESIAN COORDINATES (ANGSTROEM)
1 Y -1.82801 -0.79786 2.12365
2 C 3.64551 1.87975 -2.42185
3 C 3.46516 1.63470 -3.91617
4 C 4.65963 1.75457 -4.81661
5 C 5.77678 2.74294 -4.39929
6 C 4.64929 1.04560 -6.01937
7 C 5.66201 1.09163 -6.91899
8 C 3.31623 0.55119 -6.48934
9 C 3.45080 0.27742 -7.95743
10 C 2.31142 0.23712 -5.60802
11 C 1.14349 -0.47262 -6.03615
12 C 2.32983 0.99212 -4.37348
13 C 1.02180 0.99553 -3.55196
14 H 4.06480 0.88859 -2.07043
15 H 2.70665 2.10067 -2.01385
16 H 4.42349 2.61115 -2.17336
17 H 6.67586 2.55401 -5.05041
18 H 6.20414 2.58805 -3.34044
19 H 5.49297 3.80762 -4.32755
20 H -3.39007 -4.00530 2.13744
21 H 6.03729 0.13951 -7.65764
22 H 6.68691 1.41877 -6.85598
23 H 4.16018 -0.45743 -8.27039
24 H 3.82300 1.05819 -8.63981
25 H 2.36379 -0.10822 -8.33140
26 H 1.45025 -1.32924 -6.66061
27 H 0.75125 0.13791 -6.87537
28 H 0.39466 -0.70340 -5.30067
29 H 0.67797 -0.03714 -3.38641
30 H 0.30709 1.63300 -4.05725
31 H 1.13630 1.49886 -2.58555
32 C -4.20393 -1.48030 4.09103
33 O -3.00387 -0.57474 4.24102
34 Si -2.15341 -0.13885 6.00549
35 C -1.95333 -2.04087 6.09407
36 C 1.82868 -4.58144 -7.36886
37 C -0.39225 0.45565 5.25992
38 Si -0.97279 2.27592 5.18834
39 C -2.76628 2.50239 6.17425
40 C -0.59002 3.57598 3.78086
41 C 0.21837 2.98888 6.42399
42 Si 0.83563 -0.83090 4.99335
43 C 1.88509 -1.95230 6.34707
44 C 2.11606 -3.40029 6.09469
45 C 2.17408 0.33053 4.03759
46 H -4.99605 -0.87920 3.62039
47 H -4.50493 -1.77939 5.11322
48 H -3.81891 -2.25337 3.39201
49 H -1.33918 -2.54246 5.30812
50 H -2.99197 -2.33481 5.85189
51 H -1.61519 -2.56332 7.03644
52 H 1.18053 -3.78698 -7.74912
53 H 1.53511 -5.16496 -6.46765
54 H 1.89318 -5.44626 -8.21366
55 H -3.04622 0.38412 -0.93728
56 H -3.33765 3.21104 5.53013
57 H -2.64272 3.06718 7.11911
58 H 0.36535 3.25133 3.39419
59 H -0.50654 4.62949 4.14508
60 H -1.47221 3.61117 3.10861
61 H -0.21540 2.55383 7.30708
62 H 0.15252 4.07450 6.45062
63 H 1.26810 2.86022 6.18164
64 H 1.42147 -1.68260 7.30649
65 H 2.91373 -4.18318 -7.39728
66 H 2.78366 -1.36490 6.54810
67 H 1.64630 -3.73926 5.18676
68 H 1.82721 -4.09938 6.88956
69 H 3.15697 -3.50131 5.69101
70 H 1.81219 1.26168 4.24373
71 H 1.84243 0.30656 3.04078
72 H 3.26751 0.06673 4.13814
73 O -1.23595 0.74437 1.13644
74 C -5.01358 4.16284 -2.15518
75 C -5.02951 3.23960 -3.09832
76 C -3.42021 -0.06337 0.00819
77 C -3.54903 -1.69672 0.00259
78 C -4.40404 -2.24792 -0.99846
79 C -4.74327 -3.61272 -0.88731
80 C -4.26553 -4.40965 0.14238
81 C -3.37518 -3.69477 1.08250
82 N -3.19895 -2.38827 1.08971
83 H -0.99866 1.79274 1.25949
84 H -5.42968 4.10155 -1.13561
85 H -4.52611 5.15356 -2.27825
86 H -4.77198 2.17349 -2.99000
87 H -5.29248 3.61458 -4.11510
88 H -4.50602 0.03372 -0.14118
89 H -2.97460 0.45525 0.98960
90 H -4.82051 -1.58264 -1.62893
91 H -5.43411 -3.72964 -1.72530
92 H -3.81952 -5.48220 0.14974
93 H 0.79018 -2.28193 3.43509
94 O -3.14649 1.16169 6.43209
95 O -0.00658 -2.25740 4.06959

Output
Energy above the lowest of the compared OMol25 structures with the same formula, charge and spin: 0.0 kcal per mole
Total charge: -2
LUMO energy (alpha / beta): 3.5 / 3.5 eV

Partial atomic charges computed with the Löwdin method, in multiples of e: Y 1.2446; C -0.0623; C -0.1982; C -0.1890; C -0.0928; C -0.3336; C -0.1428; C -0.1859; C -0.1323; C -0.2513; C -0.0829; C -0.2136; C -0.0697; H 0.1076; H 0.0189; H 0.0501; H 0.0523; H 0.0625; H 0.0595; H 0.0598; H 0.0633; H -0.0397; H 0.0238; H 0.0606; H 0.0924; H 0.0677; H 0.0897; H 0.0602; H 0.0697; H 0.0666; H 0.0460; C -0.1354; O -0.5152; Si 0.5914; C -0.1890; C -0.0885; C -0.4043; Si 0.4865; C -0.2823; C -0.2025; C -0.2459; Si 0.5202; C -0.3152; C -0.1984; C -0.1601; H 0.0737; H 0.0640; H 0.0446; H 0.0222; H -0.0103; H 0.0418; H -0.0074; H 0.0108; H 0.0436; H 0.0744; H 0.0687; H 0.0707; H 0.0093; H 0.0264; H 0.0066; H 0.0071; H 0.0101; H 0.0251; H 0.0462; H 0.0382; H 0.0442; H 0.0327; H 0.0680; H 0.0785; H -0.0613; H -0.0184; H 0.0445; O -0.5298; C -0.1145; C -0.0965; C -0.1007; C -0.3140; C -0.1028; C -0.1573; C -0.1324; C -0.2583; N -0.1644; H 0.1080; H 0.0455; H 0.0525; H 0.0532; H 0.0547; H 0.0610; H 0.0195; H 0.0394; H 0.0834; H 0.1076; H 0.0319; O -0.2997; O -0.4030

Record 2
The following is a quantum chemistry calculation of 7 unconnected molecules or ions with the total composition C30H57Cl2N2O16 in a non-equilibrium geometry, from OMol25.

CARTESIAN COORDINATES (ANGSTROEM)
1 C -6.38687 2.32847 1.85894
2 C -5.08860 1.88459 0.96063
3 Cl -5.02761 3.07294 -0.50865
4 C -3.64530 2.07595 1.75487
5 Cl -3.72938 1.74417 3.57606
6 C -2.51872 1.20504 0.94291
7 N -1.12851 1.71474 1.34623
8 C -0.10766 1.41596 0.27181
9 O 1.17807 2.11398 0.41463
10 N 1.35988 2.61741 1.64650
11 O 1.82749 1.80042 2.42188
12 C -2.68758 -0.42185 1.04460
13 O -3.42485 -1.08324 1.96131
14 O -2.01130 -1.29442 0.02790
15 H -6.49458 1.71088 2.86308
16 H -6.23977 3.48598 2.10977
17 H -7.34069 2.21465 1.15120
18 H -5.20522 0.76948 0.62496
19 H -3.37224 3.23070 1.62509
20 H -2.63108 1.48028 -0.21264
21 H -1.25844 2.76860 1.36312
22 H 0.10049 0.24773 0.24752
23 H -0.53404 1.68074 -0.80804
24 O -1.74689 2.40089 -3.14042
25 C -2.24191 1.35377 -3.55363
26 O -1.91179 0.17278 -2.98819
27 C -2.56931 -1.07784 -3.26518
28 C -1.97418 -1.73907 -4.49173
29 C -3.14789 1.35953 -4.74982
30 H -3.65304 -0.94377 -3.33987
31 H -2.39775 -1.71791 -2.39322
32 H -2.11059 -1.12541 -5.38643
33 H -2.43479 -2.71555 -4.66671
34 H -0.89492 -1.87657 -4.36544
35 H -2.54126 1.35239 -5.66023
36 H -3.74994 2.27237 -4.72368
37 H -3.85279 0.53136 -4.77155
38 O 0.97907 -3.71702 -2.64619
39 C 1.15040 -3.57167 -1.43716
40 O 2.37048 -3.25337 -0.95391
41 C 2.63625 -2.87689 0.41019
42 C 2.84568 -4.10254 1.27606
43 C 0.03186 -3.83514 -0.47219
44 H 1.85372 -2.21519 0.79465
45 H 3.55844 -2.28634 0.39460
46 H 1.95113 -4.73055 1.30849
47 H 3.10481 -3.81404 2.29875
48 H 3.65189 -4.72318 0.87046
49 H -0.02036 -4.90845 -0.26681
50 H -0.90568 -3.50891 -0.93157
51 H 0.11913 -3.28601 0.46272
52 O -0.16056 1.19534 -5.54108
53 C 0.96904 0.94736 -5.12303
54 O 1.28938 -0.30133 -4.72102
55 C 2.62253 -0.73887 -4.39794
56 C 2.96107 -0.41538 -2.95691
57 C 1.98086 2.04424 -4.96562
58 H 3.35170 -0.33261 -5.10595
59 H 2.63360 -1.82548 -4.53424
60 H 2.94744 0.66225 -2.77199
61 H 3.95126 -0.80002 -2.69641
62 H 2.22195 -0.86029 -2.28206
63 H 1.81351 2.55348 -4.01192
64 H 1.84850 2.75737 -5.78438
65 H 3.01204 1.70295 -5.02388
66 O -7.47251 1.98939 4.37584
67 C -8.40137 1.62614 5.09523
68 O -8.18779 0.73769 6.08946
69 C -9.15446 0.39395 7.09966
70 C -10.08188 -0.69872 6.60794
71 C -9.80198 2.09126 4.82378
72 H -9.69231 1.28172 7.44694
73 H -8.58598 0.02275 7.95899
74 H -10.66074 -0.37488 5.73861
75 H -10.77786 -0.99926 7.39633
76 H -9.50573 -1.57573 6.29397
77 H -10.24609 1.46071 4.04786
78 H -9.76080 3.12534 4.46965
79 H -10.44175 2.09677 5.70348
80 O 5.88756 -7.13116 4.35145
81 C 6.23981 -5.95956 4.47605
82 O 5.36691 -5.02713 4.91431
83 C 5.72334 -3.67931 5.27410
84 C 5.74236 -2.78299 4.05259
85 C 7.61476 -5.52883 4.05691
86 H 6.66570 -3.65740 5.83042
87 H 4.94971 -3.32818 5.96520
88 H 6.49342 -3.10688 3.32687
89 H 5.95604 -1.74825 4.33531
90 H 4.77474 -2.81526 3.54040
91 H 7.62063 -5.34474 2.97850
92 H 8.31616 -6.33518 4.28987
93 H 7.97891 -4.64848 4.58188
94 O 5.81153 1.45739 -4.03960
95 C 6.16377 2.62898 -3.91499
96 O 5.29088 3.56141 -3.47674
97 C 5.64731 4.90924 -3.11695
98 C 5.66633 5.80555 -4.33846
99 C 7.53873 3.05972 -4.33414
100 H 6.58967 4.93115 -2.56063
101 H 4.87367 5.26037 -2.42585
102 H 6.41739 5.48166 -5.06418
103 H 5.88000 6.84030 -4.05574
104 H 4.69871 5.77329 -4.85065
105 H 7.54460 3.24381 -5.41254
106 H 8.24013 2.25337 -4.10118
107 H 7.90288 3.94007 -3.80917

Output
Total charge: -1
LUMO energy: 1.9 eV

Löwdin population analysis, charges in e, atoms 1 to 99: C -0.1874; C -0.6274; Cl 0.4760; C -0.6104; Cl 0.5496; C -0.2677; N -0.0373; C -0.1884; O -0.1498; N -0.0751; O 0.0255; C -0.3671; O -0.1585; O -0.2697; H 0.0445; H 0.0930; H 0.0858; H 0.1262; H 0.1050; H 0.1370; H 0.1108; H 0.1368; H 0.1390; O 0.0459; C -0.5279; O -0.0097; C -0.2209; C -0.0649; C -0.0008; H 0.1141; H 0.0983; H 0.0647; H 0.0765; H 0.0704; H 0.0796; H 0.0876; H 0.0668; O 0.0633; C -0.5019; O -0.0263; C -0.2259; C -0.0649; C 0.0080; H 0.1198; H 0.1196; H 0.0725; H 0.0627; H 0.0833; H 0.0953; H 0.0800; H 0.0716; O 0.0678; C -0.4758; O -0.0029; C -0.2130; C -0.0562; C 0.0152; H 0.1099; H 0.1220; H 0.0692; H 0.0836; H 0.0735; H 0.1047; H 0.0901; H 0.0569; O 0.0461; C -0.4705; O 0.0060; C -0.2311; C -0.0711; C 0.0094; H 0.1121; H 0.1234; H 0.0671; H 0.0792; H 0.0879; H 0.1004; H 0.0954; H 0.0659; O 0.0763; C -0.5064; O -0.0061; C -0.2266; C -0.0609; C 0.0005; H 0.1122; H 0.1254; H 0.0701; H 0.0850; H 0.0680; H 0.0993; H 0.0919; H 0.0666; O 0.0780; C -0.4999; O -0.0061; C -0.2259; C -0.0697; C 0.0026

| no. | total energy (Eh) |
| --- | --- |
| 1 | -2438.76916 |
| 2 | -3410.85266 |